1.
C15H23N3O3 in the gas phase. Source: OMol25; level of theory: ωB97M-V/def2-TZVPD.

As for the energy relative to the best compared isomer or geometry (same formula, charge and spin): 78.1 kcal per mole. As for the SMILES: NCCCC[C@H](N)C(=O)N[C@@H](Cc1ccccc1)C(=O)O. For the LUMO energy, the calculation gives 0.3 eV.

ORCA input file:
```
! RIJCOSX wB97M-V def2-TZVPD def2/J DEFGRID3
* xyz 0 1
H -2.82 -3.65 2.05
H -2.03 0.17 1.57
C -0.90 2.84 -3.37
H -0.41 4.83 -5.98
H -0.31 -2.12 3.82
H 0.23 0.20 2.71
H -1.68 2.10 -3.12
H 0.56 3.28 -0.49
H 2.20 3.98 -2.67
H -0.69 2.33 -1.04
O 3.41 2.13 -1.26
H -1.51 -1.14 0.73
H 1.05 1.35 1.19
C 1.24 3.93 -3.12
H -0.79 -5.13 1.86
H 2.46 -0.73 -0.84
H -1.47 -3.61 4.52
C -0.41 -4.44 2.69
C 1.02 4.58 -4.39
O 0.75 -1.41 -0.02
H 1.33 -1.88 3.07
H -0.63 -2.90 1.14
H 0.79 0.32 -1.48
H 0.96 -3.42 1.35
H -2.17 -5.21 3.82
H 1.73 5.25 -4.81
H -2.14 3.55 -4.95
N -1.57 -0.71 1.70
C 0.10 -3.16 1.93
C -0.15 -0.66 2.11
C 1.17 1.14 -0.89
N 0.89 0.73 0.48
H 0.51 -4.71 3.28
C 2.72 1.16 -1.04
C 0.55 -0.52 0.82
H -2.27 -2.48 3.16
C -1.71 -4.24 3.65
C 0.23 -1.91 2.84
O 3.22 -0.05 -0.87
C -0.21 4.42 -5.00
N -2.72 -3.40 3.09
C -1.17 3.56 -4.48
C 0.26 3.10 -2.60
C 0.37 2.51 -1.19
*
```

=====

2.
A molecular structure, C15H23N3O3. Source: OMol25; level of theory: ωB97M-V/def2-TZVPD.

As for the energy relative to the best compared isomer or geometry (same formula, charge and spin): 390.8 kcal per mole. For the LUMO energy, the calculation gives 0.8 eV.

ORCA input file:
```
! RIJCOSX wB97M-V def2-TZVPD def2/J DEFGRID3
* xyz 0 1
C -1.90 0.09 0.38
H -5.12 -2.26 -0.09
C -0.37 -1.39 0.01
C 0.55 -2.44 -0.24
C 1.54 0.92 -0.55
H 3.80 -1.25 2.27
H -4.43 -0.48 1.52
H 3.31 -1.61 -1.91
H 2.10 -0.54 1.86
H 2.46 -2.88 1.36
C -4.33 -0.37 0.47
H 1.47 4.51 -0.32
C -5.70 -0.14 -0.18
N -1.57 -0.96 -0.30
H 1.53 -0.99 -2.09
H 0.31 3.34 -1.35
H -4.17 -1.42 -1.31
H 0.20 -2.77 -1.07
C 2.99 -0.85 1.27
H -3.21 1.55 0.64
H 1.12 3.25 1.58
H 0.48 -3.32 0.16
O 1.85 1.74 0.19
C 2.79 0.16 -0.99
H -3.18 1.11 -0.96
H -5.66 0.69 -1.18
C 2.38 -1.22 -1.53
H 3.74 -2.79 0.48
N -1.15 0.30 1.48
C 3.76 -0.20 0.23
H 4.70 -0.36 0.05
C -3.08 0.71 0.06
N 2.03 -2.27 -0.48
C 0.94 2.84 0.64
H -0.19 4.61 -0.10
O 0.47 0.80 -1.06
O -0.06 -0.47 0.94
H 3.43 0.60 -1.50
H -6.52 -0.23 0.32
H 0.00 2.40 0.72
C 0.71 3.92 -0.34
C -4.72 -1.16 -0.45
C 2.76 -2.10 0.73
H 3.93 0.95 0.66
*
```

=====

3.
A molecular structure, C15H23N3O3PtS. Source: OMol25; level of theory: ωB97M-V/def2-TZVPD.

For the LUMO energy (alpha / beta), the calculation gives 0.3 / -1.8 eV. The expectation value of S² is 6.06.

ORCA input file:
```
! RIJCOSX wB97M-V def2-TZVPD def2/J DEFGRID3
* xyz 0 5
C -4.82 1.69 0.07
C -2.09 -1.58 1.50
C -1.48 -1.45 -2.38
H 0.95 2.60 1.03
C 1.83 -2.00 -1.75
H -1.39 -2.48 -2.03
C 2.17 0.01 0.17
H -2.19 -1.43 -3.21
H -1.90 -0.85 -1.57
C -1.68 -2.53 2.60
H 3.54 -2.94 -0.84
C -0.12 -0.90 -2.84
H 3.84 2.91 0.93
H -0.60 -2.72 2.57
H 0.72 0.85 -3.82
O -2.76 2.32 3.72
H -3.16 -1.38 1.53
H 0.25 -1.59 -3.61
C 1.03 0.02 -0.70
C -0.26 0.47 -3.50
C 0.92 -0.95 -1.74
H -1.94 -2.13 3.58
N 0.08 0.94 -0.52
H -0.52 -0.41 1.79
H -1.84 -1.98 0.52
C 2.86 -2.09 -0.82
O -1.51 2.96 2.04
C 2.58 1.15 1.09
H -0.70 1.20 -2.83
C 3.03 -1.07 0.11
H 3.87 -1.11 0.79
N -2.36 3.05 2.88
C 3.52 2.08 0.30
H -2.19 -3.49 2.47
C 1.48 1.98 1.75
N -3.64 1.75 0.01
O -1.47 -0.29 1.67
H 1.73 -2.76 -2.52
H 3.16 0.69 1.89
H 3.00 2.49 -0.57
H 0.74 1.36 2.26
H -0.89 0.39 -4.39
S -6.42 1.64 0.15
Pt -1.71 1.40 -0.20
H 1.93 2.64 2.49
H 4.40 1.55 -0.05
*
```